C5H3N3O | ωB97M-V/def2-TZVPD

Geometry (Å):
N  -1.5221  -1.0611  -0.5858
H  -2.0757  1.6763  1.1343
H  0.0612  -2.3055  -0.8277
N  1.7792  -0.7259  0.3888
C  0.8469  1.2891  -0.3312
N  -2.0988  -0.1256  0.2261
C  -0.3740  1.4803  -0.2115
H  2.9652  0.6860  -0.5028
C  -1.5923  1.0739  0.3842
C  -0.3432  -1.4818  -0.2444
O  0.4059  -0.9171  0.7569
C  1.9479  0.4115  -0.1868

Cartesian forces (eV/Å) of the 6 atoms listed first:
N 1.849 -0.570 0.846
H -0.249 0.317 -0.152
H 0.267 0.160 0.253
N 0.098 -0.105 -0.596
C -3.807 0.822 -0.074
N 0.611 2.019 0.709

- 2S+1 = 1
- HOMO energy (eV) = -9.7
- HOMO-LUMO gap (eV) = 8.86

natural (NBO) atomic charge list, values in e, 4 entries: atom 1 (N): -0.2865, atom 2 (H): 0.2226, atom 3 (H): 0.1883, atom 4 (N): -0.0667


C11H14NOS | ωB97M-V/def2-TZVPD

Geometry (Å):
C  -2.0700  -0.4475  0.4358
N  -1.4569  0.1171  1.5576
H  -1.2002  2.5024  -2.3230
H  0.3205  1.3173  1.8741
C  1.8799  0.3760  -0.3284
H  -0.9360  -2.3990  0.8828
C  4.0624  -0.0427  -0.1408
S  2.3658  0.1597  -2.0360
C  3.9055  -0.1088  -1.5078
H  -0.5419  -1.6217  -0.6201
H  0.4539  -0.4703  1.9435
O  -1.8133  0.5072  -0.7135
H  -3.7819  -1.5690  0.3154
H  5.0898  -0.1492  0.4113
C  -0.0555  0.2847  1.4410
C  0.5243  0.5251  -0.0298
H  -2.1679  -2.5873  -0.2177
H  2.8734  0.1685  1.7039
C  -0.3864  1.9452  -1.8807
C  -1.3587  -1.7723  0.0553
H  4.7489  -0.2821  -2.2126
H  -3.7275  -0.5018  1.5845
C  2.9029  0.2818  0.5390
H  -2.0021  0.9844  1.7885
H  -4.1257  0.1608  -0.0439
C  -3.5134  -0.5835  0.5993
C  -0.5787  0.9251  -0.8992
H  0.5889  2.2798  -2.1785

Cartesian forces (eV/Å) of the 6 atoms listed first:
C 2.410 -1.676 -0.279
N -1.498 2.044 0.498
H -0.300 -0.404 0.035
H -1.090 -2.036 -0.007
C -3.329 0.810 -1.888
H -0.128 1.390 0.060

- 2S+1 = 3
- expectation value of S² = 2.032
- HOMO energy (alpha / beta) (eV) = -11.2 / -13.1
- HOMO-LUMO gap (alpha / beta) (eV) = 7.80 / 6.20
- total charge = +1

natural (NBO) atomic charge list, values in e, 4 entries: atom 1 (C): 0.4048, atom 2 (N): -0.5951, atom 3 (H): 0.2252, atom 4 (H): 0.2400


C5H12N2S | ωB97M-V/def2-TZVPD

Geometry (Å):
C  1.3060  -1.1556  0.8037
H  1.5832  0.7564  2.2001
H  2.4443  -1.0675  0.6607
H  -1.3454  0.9704  1.4306
H  -1.0352  -1.1185  1.6532
H  -1.2609  -2.0928  0.2296
H  -0.6795  1.9871  0.0677
C  -1.2169  1.1497  0.2859
S  1.0266  -0.4146  2.4396
N  1.3793  0.0387  -1.1848
H  1.5360  0.6581  -3.1393
H  0.8920  -2.1188  0.8935
N  -0.8433  -0.1706  -0.3488
C  0.6050  -0.4192  -0.3305
C  0.9808  0.9688  -2.1656
H  -2.5907  -1.1711  0.3088
H  1.1901  2.0419  -1.9286
H  -0.1365  0.9975  -2.3042
C  -1.4814  -1.0773  0.5009
H  -2.3535  1.2375  -0.0724

Cartesian forces (eV/Å) of the 6 atoms listed first:
C 1.378 1.522 -0.211
H 0.314 0.507 -0.179
H -2.029 -0.767 -0.267
H 0.656 0.682 -1.852
H -2.150 0.737 -2.600
H 0.610 -0.743 -0.655

- 2S+1 = 1
- HOMO energy (eV) = -8.6
- HOMO-LUMO gap (eV) = 9.38

natural (NBO) atomic charge list, values in e, 4 entries: atom 1 (C): -0.5718, atom 2 (H): 0.1209, atom 3 (H): 0.2683, atom 4 (H): 0.2017


C3H8N2 | ωB97M-V/def2-TZVPD

Geometry (Å):
H  -1.3597  1.6616  1.4975
N  2.4299  -0.2598  -1.9714
H  -2.0691  0.1836  2.8166
H  -0.2418  0.7009  0.7329
H  1.8901  -0.3212  -2.8382
H  4.1459  0.0807  -3.0816
C  -2.7680  -1.0761  1.3641
H  3.9231  0.9509  -1.4032
N  -1.2059  0.7850  1.0253
H  -2.6894  -1.6039  0.4186
C  3.5424  0.3146  -2.1998
H  -3.7559  -1.1751  1.7988
C  -1.8418  -0.2412  1.8403

Cartesian forces (eV/Å) of the 6 atoms listed first:
H 0.365 0.047 0.032
N -0.825 2.352 -0.120
H 0.081 -0.286 0.206
H 0.037 -0.194 0.176
H 0.520 -1.763 -0.177
H -0.189 0.956 -0.391

- 2S+1 = 1
- HOMO energy (eV) = -8.4
- HOMO-LUMO gap (eV) = 9.49

natural (NBO) atomic charge list, values in e, 4 entries: atom 1 (H): 0.3656, atom 2 (N): -0.6269, atom 3 (H): 0.1571, atom 4 (H): 0.3779


C44H106O28P6S2 | ωB97M-V/def2-TZVPD

Geometry (Å):
H  3.8698  0.0331  -8.0560
H  -6.8334  -1.4574  1.2620
C  -7.1971  -0.4402  1.1163
H  2.7791  -3.3662  6.4219
S  4.3586  4.8364  -5.0810
H  5.9123  -5.4964  -5.7126
C  5.1118  5.0775  2.0054
H  -8.1683  5.7584  5.4523
O  4.0264  -4.7885  -7.5278
H  -4.7339  -3.2173  -7.2788
H  5.7212  6.7137  -5.5961
H  7.3373  4.5954  -4.4432
C  1.8008  -5.4639  -5.8410
C  -5.4969  1.2486  4.1501
H  0.8703  -2.6445  -1.5505
H  -7.0209  3.6575  -3.3880
H  2.5824  -0.8252  -1.4836
C  2.9063  -0.4483  -8.2235
H  -5.9652  -3.6063  4.5877
H  5.1410  2.6712  -4.9334
C  -10.2746  -3.0384  6.6080
P  8.2387  4.4689  0.3762
H  -3.5749  3.6034  -4.9686
O  3.4841  -2.2900  -6.8141
H  -3.2292  1.7307  -6.4697
O  -6.8904  -3.1276  7.3280
H  3.5523  -2.4866  -8.8164
H  -4.7148  -0.0392  2.5921
O  -4.5013  -0.7930  -3.4889
H  -3.8648  -0.7387  -7.5546
O  -2.9817  1.1152  -4.5094
C  -2.5998  1.8019  -5.5826
H  -10.7329  -2.8839  5.6312
O  -8.6464  1.0859  2.3267
O  -7.1898  -5.6742  8.0488
O  -8.3870  1.6231  4.9039
O  1.2077  1.2120  0.5928
H  -9.7581  4.1648  4.1355
H  7.0043  -0.8130  3.0441
C  -8.3567  -0.2476  2.1222
H  6.4827  -5.6848  -2.8786
H  -5.5035  -2.8661  -5.8916
C  5.4497  5.8170  -6.1532
H  11.1269  6.1899  0.0221
H  2.1885  -1.0956  -3.2016
H  0.0366  -5.0761  -7.0122
H  5.0267  0.2339  4.0645
C  6.6566  4.8673  -6.4286
C  3.7340  -3.0527  5.9999
H  -5.8223  -5.0300  9.4589
H  -6.8201  -7.1414  10.4961
C  1.7797  -0.8539  -2.2205
P  -4.4365  0.3695  -4.4124
C  9.9057  7.3803  -1.4370
C  -7.8341  4.7700  5.1366
C  -5.3109  2.4346  -3.0203
C  5.6081  3.5925  -4.5854
C  -0.0491  -0.9078  -0.4683
H  2.7974  1.8377  6.4002
H  -6.6328  -5.1010  3.7928
H  -10.6586  -5.0632  6.2796
O  3.6769  -1.2065  3.2785
O  9.4168  5.1598  -0.4912
H  2.3370  -0.0169  -7.4001
H  -6.3817  0.2509  1.3298
H  -9.5342  -2.2442  6.7040
H  -3.6320  -0.1248  3.9645
H  0.2326  1.4027  4.6622
H  -2.1768  3.9431  -6.0374
O  6.9369  5.4085  0.1555
H  -6.0893  -2.0895  -7.3135
H  -5.9181  0.4137  4.7101
O  -6.1416  -5.1771  5.8553
H  -1.6221  1.3889  -5.8307
H  7.5453  5.3661  -6.8154
C  5.3578  -5.0799  -4.8717
P  -7.2188  -4.5031  6.8637
H  2.0970  1.4633  -2.1660
H  5.7797  -4.0841  -3.0554
O  -5.5272  1.5073  -4.0621
H  -7.2791  2.2844  -2.2638
C  -2.5581  3.3134  -5.2337
H  -9.2403  -0.7572  1.7379
H  -3.3562  -1.5699  -6.0826
O  2.7704  0.5129  4.8691
H  9.4934  2.1407  -0.0910
H  4.7069  0.2114  2.2468
H  -0.2330  -1.6993  -2.4716
H  9.4786  6.8467  -2.2861
H  0.3966  -1.2791  0.4546
H  -0.1552  -4.8906  -5.3739
O  -4.8699  -0.0699  -5.9123
C  0.8275  1.9371  5.4029
H  6.0587  -1.8615  4.0808
O  3.8675  5.6735  -4.0254
C  4.8382  -3.4278  6.9536
O  3.3440  4.2068  -5.9249
S  0.2913  0.8925  -0.5313
C  1.3411  0.6782  -2.1839
H  7.4529  0.7396  -0.6473
H  7.5617  3.1129  -5.4781
H  -9.8733  -4.7800  7.7467
H  0.6002  0.7685  -2.9784
H  -1.1160  -1.0991  -0.3536
H  5.4622  3.9116  0.2214
H  4.9226  6.1838  -7.0339
H  -4.8766  1.9849  -2.1274
O  7.8797  3.1785  -0.4783
P  2.7357  -1.0613  4.5730
C  10.0798  6.4067  -0.1893
P  -7.9209  1.9825  3.4803
H  -3.6883  -4.7793  4.9468
H  -5.1604  -6.0022  8.2129
H  5.9852  -2.1364  2.3662
C  6.0590  -1.3506  3.1179
H  7.2515  -4.5205  -3.8983
H  4.6016  -5.8642  -4.8389
H  -8.0354  3.9785  5.8584
H  -8.8083  5.4436  3.3672
H  3.9438  -3.6434  5.1082
H  2.2274  -6.0508  -6.6543
H  -5.2174  -7.5221  9.7512
H  9.2072  8.1530  -1.1157
C  -8.7471  4.4876  3.8872
C  -5.9309  -4.6937  4.5205
H  -8.1168  -0.7536  3.0574
H  4.8624  -2.8425  7.8728
H  4.1731  4.5425  2.1489
H  1.9024  -2.2589  -8.0719
H  -4.3219  -6.0538  3.8844
H  5.5344  3.4047  -3.5142
H  1.0111  2.9203  4.9698
C  5.5980  4.9481  0.5303
C  -5.1688  -2.3460  -6.7892
C  -4.2091  -1.1253  -6.5954
H  2.4746  -0.1520  -9.1795
C  2.9604  -1.9985  -8.0421
H  5.7533  -3.1799  6.4158
O  -8.6462  -4.6791  6.0310
C  0.5339  -1.6187  -1.7013
H  -6.7051  -8.0595  8.9750
H  4.9051  6.1064  2.2999
H  9.4279  2.8321  -1.7000
H  4.7914  -4.4760  7.2487
O  3.7147  -1.6182  5.7389
C  2.0910  1.1445  5.9436
O  4.7531  -3.8765  -5.2274
O  -6.2951  1.9674  3.1886
C  6.9126  3.9462  -5.2089
C  -9.8321  -4.4883  6.6973
C  -6.6021  3.0857  -2.5598
H  -11.1348  -2.8110  7.2376
H  8.8681  0.1064  -1.5546
H  -6.4753  3.7644  -1.7163
H  7.5531  1.1979  -2.2948
C  -4.4255  -5.0091  4.1775
O  2.2968  -4.1798  -5.5400
H  9.7034  6.8689  0.7232
H  -5.0582  1.9448  4.8649
H  0.1162  2.0301  6.2235
O  8.6281  4.2041  1.7691
H  -4.0583  -4.3574  3.3847
C  -6.0437  -5.9022  8.8438
P  3.6370  -3.8302  -6.4361
C  -6.2599  -7.2612  9.5688
H  -4.6763  3.2552  -3.3553
C  6.2722  -4.8921  -3.5965
C  -4.3057  0.5379  3.4214
H  1.7858  0.3400  6.6128
H  4.8221  5.4983  -0.0021
H  -1.8589  3.5625  -4.4354
O  -0.9585  1.6493  -0.6630
H  6.2447  4.2704  -7.2423
H  -3.7361  1.2230  2.7933
C  4.8877  -0.3570  3.1591
O  -8.2813  3.5070  3.0197
C  8.1757  0.9402  -1.4381
H  -7.5274  -0.3103  0.0857
H  -6.7564  4.8661  5.0049
O  1.3542  -1.6575  4.5357
H  -0.0827  -6.5650  -6.1620
H  1.9777  -6.0766  -4.9570
H  10.8502  7.8769  -1.6594
H  5.7902  4.6480  2.7425
C  0.3329  -5.5605  -6.0818
C  8.8725  2.2280  -0.9826

Cartesian forces (eV/Å) of the 6 atoms listed first:
H 0.323 -0.249 -0.526
H 0.131 -0.061 -0.274
C -0.486 -0.100 0.569
H -0.215 0.232 -0.286
S -0.923 0.354 -1.717
H 0.620 0.521 -0.141

- 2S+1 = 1
- HOMO energy (eV) = -10.0
- HOMO-LUMO gap (eV) = 10.00

Mulliken atomic charge list, values in e, 4 entries: atom 1 (H): 0.3282, atom 2 (H): 0.2958, atom 3 (C): -0.7595, atom 4 (H): 0.3770


H8LiO4 | ωB97M-V/def2-TZVPD

Geometry (Å):
O  -1.0306  0.9536  1.5761
H  2.0080  1.1332  0.2227
H  -0.7268  1.8281  1.8257
O  -1.3936  -0.6597  -1.4232
H  -1.0866  -0.9741  -2.1921
H  1.2026  -2.3296  0.1262
O  1.7262  0.8502  -0.7204
H  -2.1324  -0.0325  -1.6456
Li  -0.2459  0.0865  -0.0876
H  0.8873  -2.0512  1.4593
H  -1.9918  1.2552  1.5226
O  0.7024  -1.6593  0.6224
H  2.0811  1.5998  -1.2861

Cartesian forces (eV/Å) of the 6 atoms listed first:
O -2.275 1.159 -0.545
H -0.381 -0.759 -2.280
H 1.099 0.248 0.337
O -2.861 3.198 4.328
H 1.763 -1.953 -4.615
H -0.290 0.609 -0.820

- 2S+1 = 1
- HOMO energy (eV) = -16.1
- HOMO-LUMO gap (eV) = 12.53
- total charge = +1

natural (NBO) atomic charge list, values in e, 4 entries: atom 1 (O): -0.9675, atom 2 (H): 0.4920, atom 3 (H): 0.4921, atom 4 (O): -0.9653


C3H3NO2S | ωB97M-V/def2-TZVPD

Geometry (Å):
O  -1.1886  0.7392  0.1954
H  -0.1389  -2.3442  -0.0966
C  -0.2722  -1.3051  -0.0921
C  0.7834  -0.2435  -0.1565
N  0.1079  0.8927  -0.2933
H  -2.5378  -0.7924  0.0708
H  1.5695  1.8612  0.4032
C  -1.4426  -0.6008  -0.0059
O  0.6923  2.1013  -0.0726
S  2.4271  -0.3083  0.0475

Cartesian forces (eV/Å) of the 6 atoms listed first:
O -0.627 0.077 -1.211
H 0.265 -1.017 -0.184
C -0.859 2.978 -0.284
C 0.124 -2.440 0.296
N 0.277 1.028 0.151
H 1.296 -0.225 -0.107

- 2S+1 = 1
- HOMO energy (eV) = -8.9
- HOMO-LUMO gap (eV) = 8.85

natural (NBO) atomic charge list, values in e, 4 entries: atom 1 (O): -0.2862, atom 2 (H): 0.2507, atom 3 (C): -0.3197, atom 4 (C): 0.0101


| no. | calculated total energy (eV) |
| --- | --- |
| 1 | -11744.645 |
| 2 | -25995.698 |
| 3 | -19192.256 |
| 4 | -6217.386 |
| 5 | -182090.508 |
| 6 | -8520.966 |
| 7 | -19575.842 |